1.
DFT (wB97M-V/def2-TZVPD) results for a molecular structure, C51H57CaN5S in a non-equilibrium geometry.

Atoms and positions in Å:
Ca1 0.072 0.257 -0.337
C1 -1.177 2.476 5.729
C2 -2.126 1.884 4.685
C3 -1.431 0.944 3.754
C4 -1.407 -0.420 3.781
C5 -1.975 -1.342 4.812
C6 -0.893 -1.761 5.810
C7 -0.645 -0.838 2.612
N1 -0.222 0.249 1.932
C8 -0.674 1.345 2.577
C9 -0.477 2.659 2.167
C10 0.199 3.097 1.031
C11 0.267 4.472 0.565
C12 -0.504 5.614 1.143
C13 -1.899 5.640 0.513
C14 1.014 4.456 -0.580
C15 1.419 3.077 -0.781
C16 2.281 2.635 -1.778
C17 2.670 1.323 -2.033
N2 2.171 0.233 -1.415
C18 2.755 -0.851 -1.962
C19 2.484 -2.169 -1.616
C20 1.643 -2.615 -0.598
N3 0.960 -1.819 0.253
C21 0.346 -2.611 1.159
C22 -0.397 -2.158 2.249
C23 0.609 -4.004 0.848
C24 1.431 -4.007 -0.246
C25 1.962 -5.187 -1.001
C26 1.105 -5.487 -2.235
C27 0.086 -5.183 1.608
C28 0.961 -5.494 2.823
C29 3.710 -0.441 -2.979
C30 3.650 0.923 -3.028
C31 4.409 1.859 -3.917
C32 3.578 2.302 -5.127
C33 4.550 -1.367 -3.803
C34 3.787 -1.863 -5.035
N4 0.894 2.301 0.193
C35 1.383 5.605 -1.467
C36 2.718 6.220 -1.035
H1 -1.704 3.178 6.380
H2 -0.356 2.996 5.240
H3 -0.753 1.684 6.342
H4 -2.567 2.697 4.107
H5 -2.940 1.363 5.196
H6 -2.389 -2.231 4.329
H7 -2.788 -0.845 5.346
H8 -0.062 -2.225 5.285
H9 -1.281 -2.462 6.550
H10 -0.510 -0.885 6.330
H11 -0.947 3.424 2.772
H12 0.012 6.562 0.954
H13 -0.592 5.489 2.227
H14 -1.820 5.893 -0.542
H15 -2.547 6.365 1.004
H16 -2.344 4.649 0.575
H17 2.691 3.396 -2.430
H18 2.997 -2.928 -2.192
H19 -0.830 -2.924 2.881
H20 1.990 -6.074 -0.358
H21 2.989 -4.993 -1.322
H22 0.101 -5.782 -1.932
H23 1.534 -6.300 -2.823
H24 1.021 -4.601 -2.861
H25 0.059 -6.063 0.957
H26 -0.934 -4.973 1.936
H27 1.965 -5.756 2.489
H28 0.561 -6.328 3.400
H29 1.032 -4.618 3.466
H30 5.326 1.375 -4.274
H31 4.701 2.747 -3.346
H32 3.316 1.443 -5.743
H33 4.139 3.017 -5.737
H34 2.651 2.766 -4.795
H35 4.855 -2.227 -3.198
H36 5.460 -0.856 -4.137
H37 2.881 -2.378 -4.726
H38 4.396 -2.547 -5.630
H39 3.493 -1.021 -5.658
H40 0.602 6.370 -1.439
H41 1.465 5.261 -2.502
H42 2.658 6.558 -0.001
H43 2.988 7.066 -1.670
H44 3.506 5.472 -1.099
C37 -2.357 -0.387 -4.063
C38 -0.988 -0.638 -4.164
C39 -0.301 0.469 -3.649
C40 -1.250 1.405 -3.238
C41 -2.522 0.870 -3.496
H45 -3.152 -1.062 -4.360
H46 -0.532 -1.529 -4.583
H47 0.768 0.624 -3.689
H48 -1.050 2.404 -2.872
H49 -3.465 1.359 -3.286
C42 -1.695 -2.773 -1.442
C43 -2.428 -2.302 -0.231
C44 -3.083 -3.218 0.612
C45 -3.855 -2.746 1.640
C46 -4.020 -1.358 1.808
C47 -4.868 -0.813 2.786
C48 -4.989 0.556 2.898
C49 -4.292 1.394 2.047
C50 -3.434 0.912 1.052
S1 -2.677 2.003 0.002
C51 -3.283 -0.509 0.925
N5 -2.499 -1.003 -0.038
H50 -1.392 -3.817 -1.350
H51 -0.826 -2.140 -1.613
H52 -2.346 -2.659 -2.311
H53 -2.956 -4.282 0.452
H54 -4.353 -3.427 2.326
H55 -5.417 -1.486 3.437
H56 -5.651 0.982 3.648
H57 -4.399 2.466 2.130

- net charge = -2
- HOMO-LUMO gap (eV) = 4.59
- multiplicity = 1
- highest occupied orbital energy (eV) = -0.49
- maximum force (Eh/bohr) = 0.039
- molecular weight (g mol⁻¹) = 812.20

2.
DFT (wB97M-V/def2-TZVPD) results for a molecular structure, C51H60As2N3O8P2S3SeSi2Ti.

Atoms and positions in Å:
Ti1 0.265 0.002 0.324
C1 -1.218 -0.526 -3.974
Si1 -1.890 0.510 -2.546
C2 -1.105 2.191 -2.766
C3 -3.740 0.730 -2.863
N1 -1.592 -0.162 -0.995
P1 -2.165 -1.222 0.065
C4 -0.813 -1.732 0.929
P2 -0.021 -3.247 0.956
N2 1.524 -3.161 0.845
Si2 2.990 -3.970 0.749
C5 2.906 -5.808 1.213
C6 4.284 -3.193 1.866
C7 3.651 -3.958 -1.015
C8 -0.641 -4.316 -0.409
C9 -0.037 -4.109 -1.650
C10 -0.402 -4.872 -2.750
C11 -1.366 -5.864 -2.620
C12 -1.977 -6.072 -1.391
C13 -1.621 -5.298 -0.295
C14 -0.568 -4.171 2.452
C15 -0.307 -5.535 2.603
C16 -0.653 -6.200 3.768
C17 -1.262 -5.511 4.811
C18 -1.530 -4.159 4.674
C19 -1.190 -3.500 3.498
C20 -3.366 -0.368 1.155
C21 -3.102 -0.212 2.509
C22 -3.999 0.464 3.330
C23 -5.169 0.983 2.800
C24 -5.445 0.826 1.445
C25 -4.548 0.155 0.631
C26 -3.284 -2.499 -0.611
C27 -3.261 -2.843 -1.956
C28 -4.146 -3.787 -2.459
C29 -5.057 -4.403 -1.615
C30 -5.072 -4.082 -0.263
C31 -4.193 -3.133 0.235
H1 -0.181 -0.816 -3.793
H2 -1.790 -1.429 -4.194
H3 -1.234 0.091 -4.878
H4 -1.283 2.526 -3.793
H5 -1.530 2.940 -2.096
H6 -0.025 2.157 -2.606
H7 -3.903 1.085 -3.885
H8 -4.299 -0.201 -2.737
H9 -4.157 1.478 -2.184
H10 2.656 -5.965 2.266
H11 2.158 -6.322 0.603
H12 3.873 -6.284 1.018
H13 3.925 -3.171 2.898
H14 4.484 -2.164 1.560
H15 5.226 -3.748 1.845
H16 3.077 -4.650 -1.639
H17 3.576 -2.959 -1.450
H18 4.702 -4.262 -1.049
H19 0.726 -3.342 -1.739
H20 0.076 -4.695 -3.706
H21 -1.645 -6.467 -3.476
H22 -2.741 -6.834 -1.285
H23 -2.109 -5.464 0.657
H24 0.174 -6.080 1.801
H25 -0.440 -7.258 3.866
H26 -1.517 -6.027 5.729
H27 -1.979 -3.602 5.487
H28 -1.384 -2.443 3.388
H29 -2.169 -0.587 2.901
H30 -3.768 0.596 4.379
H31 -5.865 1.518 3.436
H32 -6.357 1.233 1.024
H33 -4.767 0.034 -0.424
H34 -2.534 -2.380 -2.606
H35 -4.109 -4.049 -3.509
H36 -5.747 -5.142 -2.004
H37 -5.773 -4.568 0.405
H38 -4.215 -2.878 1.289
S1 4.516 -0.367 -1.465
C32 3.008 -0.274 -0.827
S2 1.511 -0.507 -1.676
S3 2.608 0.082 0.818
C33 4.367 1.827 -4.670
O1 3.494 2.728 -3.980
C34 4.054 3.646 -3.189
O2 5.239 3.852 -3.086
C35 3.020 4.334 -2.346
C36 2.620 5.585 -2.578
As1 1.421 6.687 -1.474
C37 2.853 7.615 -0.477
C38 0.842 5.426 -0.128
C39 0.902 4.023 -0.274
As2 2.433 3.059 -0.956
C40 3.772 3.620 0.374
C41 -0.160 3.184 0.082
O3 -0.111 1.912 0.113
O4 -1.354 3.759 0.290
C42 -2.398 2.915 0.779
C43 0.171 6.027 1.007
O5 -0.094 5.527 2.079
O6 -0.125 7.360 0.774
C44 -0.687 8.037 1.885
C45 3.132 6.260 -3.802
O7 3.552 5.728 -4.799
O8 3.059 7.611 -3.698
C46 3.484 8.323 -4.855
H39 3.949 1.687 -5.665
H40 4.379 0.884 -4.124
H41 5.370 2.241 -4.731
H42 3.388 8.273 -1.161
H43 3.542 6.897 -0.038
H44 2.381 8.203 0.308
H45 3.818 4.705 0.455
H46 4.741 3.214 0.086
H47 3.464 3.182 1.322
H48 -3.256 3.567 0.923
H49 -2.115 2.451 1.725
H50 -2.631 2.135 0.056
H51 -0.932 9.039 1.536
H52 0.025 8.091 2.712
H53 -1.583 7.529 2.241
H54 3.268 9.370 -4.655
H55 2.944 7.982 -5.737
H56 4.551 8.179 -5.024
Se1 0.269 0.941 2.836
C47 0.660 -0.441 4.075
C48 1.347 -1.617 3.779
C49 1.585 -2.535 4.790
N3 1.203 -2.389 6.060
C50 0.540 -1.265 6.334
C51 0.249 -0.284 5.404
H57 1.672 -1.840 2.770
H58 2.108 -3.457 4.554
H59 0.219 -1.138 7.366
H60 -0.294 0.604 5.705

- net charge = -2
- HOMO-LUMO gap (spin up / spin down) (eV) = 5.94 / 6.45
- multiplicity = 2
- highest occupied orbital energy (spin up / spin down) (eV) = -2.12 / -2.73
- ⟨S²⟩ = 0.758
- maximum force (Eh/bohr) = 0.016
- molecular weight (g mol⁻¹) = 1334.05

3.
DFT (wB97M-V/def2-TZVPD) results for 7 unconnected molecules or ions with the total composition C51H60BN7O16 in a non-equilibrium geometry.

Atoms and positions in Å:
C1 -5.096 -2.065 -1.905
C2 -3.664 -2.901 -2.005
C3 -2.425 -1.975 -2.553
C4 -1.091 -2.808 -3.018
C5 -0.242 -3.476 -1.755
C6 -0.981 -4.793 -1.117
C7 0.025 -6.015 -0.692
C8 1.347 -5.561 0.166
C9 0.989 -5.119 1.738
C10 2.005 -3.883 2.094
C11 1.808 -3.224 3.582
C12 3.195 -2.334 3.870
C13 3.261 -1.009 2.908
O1 3.651 0.182 3.734
C14 4.448 1.134 2.903
O2 4.335 2.461 2.778
O3 5.383 0.205 2.190
C15 4.433 -0.866 1.770
B1 5.014 -2.196 0.999
N1 4.324 -2.580 -0.332
O4 6.103 -3.081 1.465
H1 -5.646 -1.974 -2.948
H2 -5.798 -2.640 -1.143
H3 -4.961 -0.967 -1.481
H4 -3.421 -3.266 -0.896
H5 -3.801 -3.895 -2.637
H6 -2.142 -1.235 -1.667
H7 -2.844 -1.338 -3.450
H8 -0.346 -2.007 -3.496
H9 -1.284 -3.597 -3.877
H10 0.866 -3.660 -2.103
H11 -0.186 -2.666 -0.886
H12 -1.781 -5.254 -1.873
H13 -1.603 -4.402 -0.177
H14 -0.566 -6.788 -0.008
H15 0.420 -6.523 -1.691
H16 1.853 -4.618 -0.311
H17 2.177 -6.418 0.182
H18 1.286 -6.070 2.387
H19 -0.160 -4.831 1.861
H20 1.914 -3.040 1.284
H21 3.113 -4.324 2.038
H22 0.935 -2.430 3.566
H23 1.567 -3.984 4.438
H24 3.179 -1.959 4.998
H25 4.085 -3.084 3.751
H26 2.194 -0.640 2.522
H27 3.847 -0.316 0.891
H28 4.186 -3.625 -0.300
H29 3.341 -2.178 -0.356
H30 5.640 -3.967 1.668
O5 -3.945 0.412 -1.124
N2 -4.451 1.238 -1.898
O6 -5.463 1.030 -2.582
C16 -3.805 2.551 -2.015
C17 -2.636 2.816 -1.288
C18 -2.012 4.058 -1.422
C19 -2.553 5.025 -2.270
C20 -3.723 4.762 -2.986
C21 -4.354 3.522 -2.862
H31 -2.202 2.073 -0.622
H32 -1.101 4.271 -0.866
H33 -2.060 5.990 -2.376
H34 -4.140 5.521 -3.643
H35 -5.263 3.331 -3.429
O7 -0.745 0.638 -3.339
N3 -1.512 1.096 -4.200
O8 -2.740 0.934 -4.203
C22 -0.922 1.879 -5.293
C23 0.467 2.055 -5.350
C24 1.024 2.780 -6.405
C25 0.200 3.326 -7.390
C26 -1.184 3.158 -7.326
C27 -1.752 2.432 -6.277
H36 1.123 1.636 -4.590
H37 2.102 2.917 -6.462
H38 0.639 3.886 -8.214
H39 -1.820 3.589 -8.096
H40 -2.833 2.307 -6.242
O9 -2.500 -6.457 1.885
N4 -2.012 -6.203 2.997
O10 -1.577 -5.092 3.334
C28 -1.940 -7.292 3.978
C29 -2.387 -8.574 3.626
C30 -2.294 -9.611 4.555
C31 -1.764 -9.369 5.824
C32 -1.331 -8.090 6.175
C33 -1.416 -7.044 5.253
H41 -2.801 -8.779 2.641
H42 -2.631 -10.611 4.289
H43 -1.689 -10.183 6.543
H44 -0.922 -7.908 7.167
H45 -1.071 -6.054 5.541
O11 9.450 -4.590 5.495
N5 8.923 -3.982 6.439
O12 9.068 -4.280 7.633
C34 8.066 -2.835 6.119
C35 7.844 -2.486 4.780
C36 7.008 -1.408 4.481
C37 6.404 -0.685 5.511
C38 6.635 -1.028 6.844
C39 7.467 -2.106 7.155
H46 8.307 -3.040 3.966
H47 6.824 -1.134 3.444
H48 5.748 0.151 5.273
H49 6.163 -0.458 7.641
H50 7.634 -2.362 8.199
O13 -3.101 6.773 -0.720
N6 -3.027 6.548 0.497
O14 -2.136 5.875 1.033
C40 -4.069 7.116 1.361
C41 -5.117 7.853 0.793
C42 -6.119 8.369 1.618
C43 -6.070 8.155 2.996
C44 -5.019 7.429 3.560
C45 -4.014 6.905 2.746
H51 -5.170 8.029 -0.279
H52 -6.940 8.937 1.185
H53 -6.856 8.555 3.634
H54 -4.987 7.269 4.636
H55 -3.203 6.339 3.201
O15 -0.580 4.921 -4.553
N7 -1.086 5.747 -5.327
O16 -2.098 5.539 -6.011
C46 -0.440 7.059 -5.444
C47 0.729 7.325 -4.716
C48 1.353 8.567 -4.851
C49 0.812 9.534 -5.699
C50 -0.358 9.270 -6.414
C51 -0.989 8.031 -6.291
H56 1.163 6.582 -4.051
H57 2.264 8.780 -4.295
H58 1.305 10.498 -5.805
H59 -0.775 10.030 -7.072
H60 -1.898 7.840 -6.857

- net charge = 0
- SMILES string = CCCCCCCCCCCC[C@H]1OC(=O)O[C@H]1B(N)O.O=[N+]([O-])c1ccccc1.O=[N+]([O-])c1ccccc1.O=[N+]([O-])c1ccccc1.O=[N+]([O-])c1ccccc1.O=[N+]([O-])c1ccccc1.O=[N+]([O-])c1ccccc1
- HOMO-LUMO gap (eV) = 8.27
- multiplicity = 1
- highest occupied orbital energy (eV) = -9.19
- maximum force (Eh/bohr) = 0.189
- molecular weight (g mol⁻¹) = 1037.89